Here is an isolated molecule of C17H16N4O3S2 at a distorted geometry from OMol25. Energies are from the ωB97M-V functional and the def2-TZVPD basis.

The geometry in ORCA input format:
```
! RIJCOSX wB97M-V def2-TZVPD def2/J DEFGRID3
* xyz 0 1
O 2.71 0.68 2.65
C 3.17 0.69 1.53
C 4.13 -0.40 1.06
S 4.09 -0.73 -0.73
C 2.38 -1.00 -0.95
N 1.83 -0.87 -2.11
N 0.53 -1.12 -2.10
C 0.08 -1.44 -0.93
N -1.24 -1.72 -0.68
C -1.67 -2.04 0.59
O -0.89 -2.12 1.51
C -3.16 -2.22 0.69
C -3.81 -0.87 0.48
C -4.46 -0.56 -0.71
C -5.01 0.69 -0.90
C -4.90 1.66 0.09
C -4.24 1.36 1.27
C -3.70 0.10 1.47
S 1.27 -1.48 0.34
N 2.92 1.66 0.63
C 1.86 2.63 0.81
C 0.67 2.27 -0.02
C -0.51 1.68 0.29
C -1.23 1.56 -0.93
C -0.42 2.08 -1.88
O 0.73 2.52 -1.35
H 5.16 -0.10 1.27
H 3.92 -1.32 1.61
H -1.88 -1.62 -1.45
H -3.39 -2.60 1.68
H -3.50 -2.93 -0.06
H -4.56 -1.31 -1.48
H -5.52 0.92 -1.82
H -5.33 2.64 -0.06
H -4.15 2.11 2.05
H -3.18 -0.13 2.39
H 3.29 1.56 -0.31
H 2.23 3.62 0.54
H 1.59 2.61 1.87
H -0.84 1.36 1.26
H -2.21 1.15 -1.06
H -0.54 2.19 -2.94
*
```

Calculated values
- Gap between HOMO and LUMO: 8.95 eV
- Lowest unoccupied orbital energy: 0.56 eV
- Energy relative to the best compared isomer or geometry (same formula, charge and spin): 38.8 kJ/mol
- Electronic energy: -51662.1360 eV

Here are the Mulliken charges for atoms 1 to 5, given in e: -0.65 0.47 -0.63 -0.16 0.57

***

Here is an isolated molecule of C17H16N4O4 at a distorted geometry from OMol25. Energies are from the ωB97M-V functional and the def2-TZVPD basis.

The geometry in ORCA input format:
```
! RIJCOSX wB97M-V def2-TZVPD def2/J DEFGRID3
* xyz 0 1
C -3.94 -1.77 -1.33
C -3.01 -0.58 -1.13
N -1.86 -0.99 -0.34
C -0.59 -0.93 -0.81
O -0.30 -0.60 -1.94
C 0.44 -1.32 0.19
C 0.40 -1.47 1.56
C 1.72 -1.79 1.96
C 2.46 -1.82 0.81
C 3.91 -2.08 0.58
N 4.58 -0.90 0.09
C 4.43 0.36 0.52
C 5.27 1.14 -0.27
N 5.46 2.53 -0.18
O 6.25 3.04 -0.96
O 4.83 3.13 0.67
C 5.89 0.22 -1.15
N 5.45 -0.99 -0.91
O 1.69 -1.53 -0.25
C -3.63 0.63 -0.48
C -2.90 1.81 -0.47
C -3.39 2.95 0.14
C -4.63 2.92 0.76
C -5.37 1.75 0.75
C -4.87 0.61 0.15
H -4.81 -1.47 -1.91
H -4.27 -2.17 -0.37
H -3.42 -2.56 -1.86
H -2.59 -0.29 -2.10
H -2.03 -1.26 0.62
H -0.44 -1.35 2.21
H 2.06 -1.98 2.95
H 4.37 -2.41 1.51
H 4.06 -2.85 -0.19
H 3.76 0.64 1.31
H 6.61 0.43 -1.91
H -1.93 1.84 -0.96
H -2.81 3.86 0.13
H -5.02 3.81 1.23
H -6.34 1.72 1.23
H -5.47 -0.29 0.16
*
```

Calculated values
- Gap between HOMO and LUMO: 9.16 eV
- Lowest unoccupied orbital energy: -0.07 eV
- Energy relative to the best compared isomer or geometry (same formula, charge and spin): 276.7 kJ/mol
- Electronic energy: -32035.8617 eV

Here are the Mulliken charges for atoms 1 to 5, given in e: -1.79 0.33 -0.06 0.39 -0.67

***

Here is an isolated molecule of C17H16N6OS2 at a distorted geometry from OMol25. Energies are from the ωB97M-V functional and the def2-TZVPD basis.

The geometry in ORCA input format:
```
! RIJCOSX wB97M-V def2-TZVPD def2/J DEFGRID3
* xyz 0 1
C 2.44 4.08 -0.14
C 2.08 2.61 0.06
C 2.83 1.73 -0.94
N 2.54 0.33 -0.74
C 1.43 -0.31 -1.20
S 0.18 0.48 -2.11
C -1.04 -0.88 -2.11
C -2.04 -0.65 -1.06
N -3.33 -0.57 -1.22
C -3.78 -0.33 0.05
C -5.17 -0.16 0.35
C -6.21 -0.23 -0.53
C -7.46 -0.02 0.09
C -7.34 0.20 1.43
S -5.71 0.16 1.97
N -2.81 -0.26 0.93
O -1.67 -0.47 0.21
N 1.46 -1.58 -0.89
N 2.60 -1.80 -0.24
C 3.26 -0.67 -0.13
C 4.56 -0.57 0.51
C 4.99 0.55 1.21
C 6.25 0.52 1.78
N 7.07 -0.51 1.70
C 6.65 -1.58 1.05
C 5.41 -1.67 0.44
H 3.50 4.24 0.02
H 2.19 4.40 -1.14
H 1.89 4.70 0.57
H 1.00 2.47 -0.09
H 2.31 2.30 1.08
H 3.91 1.87 -0.84
H 2.54 1.99 -1.96
H -0.45 -1.79 -1.90
H -1.52 -0.92 -3.08
H -6.07 -0.43 -1.58
H -8.40 -0.04 -0.43
H -8.12 0.38 2.14
H 4.36 1.42 1.35
H 6.63 1.38 2.33
H 7.34 -2.41 1.02
H 5.09 -2.56 -0.08
*
```

Calculated values
- Gap between HOMO and LUMO: 8.96 eV
- Lowest unoccupied orbital energy: 0.33 eV
- Electronic energy: -50546.0627 eV

Here are the Mulliken charges for atoms 1 to 5, given in e: -1.37 0.10 -1.53 0.32 0.45

***

Here is a structure of composition C17H16O5RuS2 from OMol25. Energies are from the ωB97M-V functional and the def2-TZVPD basis.

The geometry in ORCA input format:
```
! RIJCOSX wB97M-V def2-TZVPD def2/J DEFGRID3
* xyz 0 5
Ru 0.11 0.30 -0.50
O 0.14 2.15 3.81
C 0.39 1.69 2.59
O -0.30 0.87 2.03
C 1.61 2.31 1.97
O 1.94 1.56 0.85
C 2.79 2.22 -0.08
C 2.71 1.53 -1.43
O 3.44 1.92 -2.31
O 1.87 0.53 -1.51
H -0.68 1.75 4.12
H 2.42 2.33 2.71
H 1.36 3.35 1.71
H 3.83 2.20 0.26
H 2.48 3.26 -0.22
S -2.12 -0.30 -0.34
C -2.92 1.22 -0.02
C -4.25 1.21 0.44
C -4.91 2.39 0.69
C -4.27 3.62 0.49
C -2.97 3.65 0.04
C -2.28 2.45 -0.22
S -0.67 2.49 -0.87
H -4.74 0.26 0.59
H -5.93 2.37 1.04
H -4.79 4.54 0.69
H -2.46 4.59 -0.12
C 0.62 -1.57 0.37
C 0.08 -2.65 -0.48
C -1.04 -3.39 -0.10
C -1.56 -4.37 -0.93
C -0.97 -4.63 -2.16
C 0.14 -3.89 -2.56
C 0.66 -2.92 -1.72
H 1.70 -1.43 0.26
H 0.31 -1.58 1.41
H -1.50 -3.19 0.86
H -2.42 -4.94 -0.61
H -1.38 -5.39 -2.81
H 0.60 -4.08 -3.52
H 1.53 -2.34 -2.03
*
```

Calculated values
- Gap between HOMO and LUMO (spin up / spin down): 7.98 / 6.03 eV
- Lowest unoccupied orbital energy (spin up / spin down): 0.04 / -2.11 eV
- Electronic energy: -52377.7834 eV

Here are the Mulliken charges for atoms 1 to 5, given in e: 0.62 -0.51 0.45 -0.31 -0.42

***

no.,M (g mol⁻¹)
1,388.47
2,340.34
3,384.49
4,465.51